Record 1
15
Properties=species:S:1:pos:R:3:forces:R:3 method="wB97M-V/def2-TZVPD" spin_multiplicity=1 total_charge=+1 energy_ev=-22818.18436 e_lumo_ev="-6.54 / -6.54" gap_ha="0.276 / 0.276"
C -0.17971 0.76400 0.80834 0.1531 -2.5339 -2.7291
C 1.09427 1.05967 0.71015 0.6422 -0.5126 -0.2986
C -0.93383 -0.34484 0.02040 0.2109 -0.4209 2.4776
C -0.64823 -1.59248 0.20071 0.1578 2.4401 -0.3134
C -2.24516 -0.01550 -0.62608 -1.8373 -3.0269 1.0025
N 2.10606 -0.78466 -0.33862 -1.9781 -0.9562 -0.4158
N 2.21140 0.40808 -0.02036 1.1475 1.7439 1.2781
O 3.21394 1.15400 -0.10424 -1.1256 -0.7122 -0.5493
Cl -0.26291 -3.06831 0.33450 0.3299 -1.5528 0.0347
H -0.79805 1.44116 1.29598 -1.1841 0.9386 0.9209
H 1.40835 1.95824 1.16780 0.7063 0.6664 0.3915
H -3.05560 0.34129 0.00572 0.5673 0.4467 0.5548
H -2.75303 -0.86848 -1.13842 0.8669 0.3580 0.2607
H -1.96820 0.64501 -1.32479 0.4284 2.8201 -2.8121
H 2.81070 -1.09719 -0.99109 0.9146 0.3018 0.1975

***

Record 2
15
Properties=species:S:1:pos:R:3:forces:R:3 method="wB97M-V/def2-TZVPD" spin_multiplicity=3 s2=2.007 energy_ev=-22268.75865 e_lumo_ev="1.01 / -2.20" gap_ha="0.245 / 0.284"
C 1.44925 -0.07853 -1.93997 -1.2243 -0.3975 0.8609
C 1.68985 0.93920 -0.99894 1.1221 -0.2920 -0.4437
C -0.63324 -1.02609 0.65599 -1.3457 1.2098 1.4563
C -1.50244 0.13453 1.18148 1.5982 -8.4326 1.5916
C -1.61068 1.41257 0.77614 -1.4736 7.1026 -0.9699
N 0.60627 -0.97992 -1.41226 0.0865 1.2029 0.9167
N 0.37748 -0.49219 -0.15191 2.4166 -0.1243 -3.3813
N 1.02563 0.61282 0.10808 0.2960 0.9264 0.5214
Cl -2.67625 2.51734 1.60252 0.8792 -1.0489 -0.6804
H 1.69231 -0.15061 -2.97312 0.4586 -0.0965 -0.3956
H 2.44297 1.76593 -1.11883 -1.3208 -0.8632 0.5710
H -1.21612 -1.65570 -0.05597 0.4037 -0.2038 0.9383
H -0.20431 -1.51795 1.60467 -0.7207 0.1434 -1.6742
H -1.95311 -0.25718 2.01206 -1.5596 -0.1442 2.1245
H -1.16285 1.73912 -0.09723 0.3838 1.0179 -1.4356

***

Record 3
22
Properties=species:S:1:pos:R:3:forces:R:3 method="wB97M-V/def2-TZVPD" spin_multiplicity=1 energy_ev=-43271.24715 e_lumo_ev=-3.67 gap_ha=0.174
N 0.46001 3.74841 -3.36303 -0.9139 -11.9998 0.2691
C 0.32318 2.44296 -3.31833 -1.1954 7.8710 0.3535
O -0.28709 1.09427 -3.20152 2.6601 2.2002 2.5784
C 0.27932 0.37499 -2.02799 3.2233 -0.8681 0.3023
C 1.80235 -0.12727 -2.15004 -2.6434 -1.4417 5.0213
C 2.20634 -0.92944 -0.79429 -4.3319 2.5607 -1.9785
C 1.03649 -1.01443 0.29272 0.6149 -0.3035 0.2978
N -0.32003 -0.46506 0.30482 6.3125 -1.7035 -2.3452
N -0.54532 0.16545 -0.85390 0.7146 0.8665 -3.5313
P -2.22450 0.87378 -0.92984 -2.3378 5.0573 -0.1321
N -2.19902 2.48265 -1.23868 -0.2212 -2.9225 0.6287
H 2.51052 0.04173 -3.05984 -1.7356 -0.2080 1.7970
H 3.25045 -1.41678 -0.59891 -2.3003 1.0367 -0.3903
H 1.30900 -1.63491 1.27833 -0.9981 1.5744 -1.8394
H -2.91903 0.13146 -1.99068 1.2047 0.0866 1.0784
H -2.91701 0.74302 0.35813 1.0615 -1.1305 -1.0734
H -2.67053 3.01613 -0.47541 0.7755 -0.7198 -0.6051
O 0.83148 -2.75557 5.33178 -0.1696 0.3449 -0.7452
Cl 0.18102 -1.90543 4.35370 -0.6447 0.0903 1.9973
O 0.77037 -2.13171 3.04844 0.3537 -0.1261 -0.8787
O 0.35599 -0.51572 4.72861 0.0525 -0.3596 -0.4583
O -1.23401 -2.21854 4.30595 0.5186 0.0945 -0.3460